148
Properties=species:S:1:pos:R:3:forces:R:3:mulliken_charge:R:1 method="wB97M-V/def2-TZVPD" de_lowest_ev=1.623 e_homo_ev=-5.247 charge=-1 energy_ev=-81581.5002
Hf -0.244749 0.605370 0.847216 0.407 -0.774 0.562 2.96
C -1.110543 -6.088115 5.638904 -0.044 0.012 0.009 -1.66
C 0.300280 -5.664399 5.205336 0.000 0.047 -0.070 1.97
C 1.042924 -6.889164 4.654441 0.022 -0.057 -0.037 -1.63
C 1.048176 -5.160038 6.440190 0.035 0.020 0.034 -2.07
C 0.206910 -4.588889 4.122668 0.003 0.127 -0.029 -0.11
C 0.836475 -3.356800 4.203005 0.052 -0.093 -0.037 -0.36
C 0.667451 -2.399282 3.211601 0.053 -0.031 0.142 -1.39
C 1.343758 -1.086730 3.339693 0.050 -0.006 -0.035 -0.59
N 2.725373 -1.037347 2.932245 0.209 0.032 -0.128 0.68
C 3.127019 -1.721559 1.714344 -0.095 0.023 0.201 -2.51
C 2.423137 -1.515403 0.351517 -0.092 0.185 -0.023 0.82
N 2.049817 -0.125405 -0.045980 -0.135 -0.232 -0.138 0.81
C 3.180163 0.800287 0.243686 -0.016 -0.111 0.005 -1.40
C 2.840679 2.067731 1.019036 -0.041 0.002 0.127 -1.29
N 1.775827 1.876331 2.020758 -0.113 0.043 -0.025 0.82
C 2.398974 1.470615 3.306189 -0.060 0.055 -0.175 -1.27
C 3.314942 0.241634 3.301153 0.023 -0.154 -0.089 -1.42
C 1.042560 3.159049 2.297291 0.042 -0.110 -0.132 -2.02
C 0.654454 4.013459 1.102837 0.071 0.034 0.229 -0.11
C 0.555051 5.382122 1.302921 -0.030 -0.017 0.107 -0.49
C 0.256870 6.248761 0.263412 0.008 -0.016 -0.017 -0.81
C 0.181847 5.694040 -1.012696 -0.010 -0.055 -0.022 -0.36
C 0.319581 4.330310 -1.276178 -0.110 0.262 -0.164 -1.35
C 0.444984 3.472667 -0.168908 0.093 -0.478 -0.028 0.83
O 0.492705 2.139932 -0.300029 -0.077 0.343 -0.035 0.55
C 0.502451 3.839185 -2.724629 0.012 -0.013 0.118 2.85
C -0.361419 2.632808 -3.114854 -0.042 -0.011 -0.019 -1.65
C 1.995553 3.480029 -2.865357 0.032 0.003 0.003 -1.60
C 0.194035 4.936344 -3.749454 0.002 0.029 -0.055 -2.61
C 0.078229 7.742209 0.541913 -0.025 -0.070 0.014 2.17
C 1.370432 8.319801 1.134071 0.059 0.020 0.008 -1.66
C -1.064718 7.938612 1.549371 -0.040 -0.008 0.013 -1.65
C -0.261576 8.524215 -0.725365 -0.023 0.058 -0.067 -2.17
C 1.906865 -0.097895 -1.542452 -0.148 0.050 0.129 -1.30
C 0.817508 -0.838657 -2.283556 0.414 -0.062 -0.117 0.25
C 1.206205 -1.393351 -3.499269 0.007 -0.183 0.062 -1.16
C 0.285390 -1.878425 -4.410456 -0.055 0.108 -0.002 0.11
C -1.057826 -1.789953 -4.046090 -0.007 -0.120 -0.018 -0.91
C -1.505374 -1.281709 -2.831534 -0.167 -0.095 -0.184 0.65
C -0.530717 -0.774916 -1.951360 -0.395 0.287 0.370 0.46
O -0.881723 -0.210036 -0.793946 0.108 -0.303 -1.058 0.39
C -3.034080 -1.242004 -2.599606 0.129 0.044 -0.044 2.52
C -3.672958 -2.556533 -3.087413 -0.027 0.017 -0.072 -1.93
C -3.493516 -1.038008 -1.147603 0.063 -0.010 0.020 -1.80
C -3.594075 -0.078785 -3.431760 -0.049 0.073 -0.039 -1.69
C 0.685573 -2.442799 -5.773554 -0.017 0.022 0.037 2.01
C 2.204163 -2.508595 -5.945375 0.048 -0.028 0.004 -2.14
C 0.123115 -3.859332 -5.932074 -0.016 -0.114 -0.033 -1.63
C 0.119461 -1.547920 -6.885603 -0.056 0.043 -0.004 -1.62
C -0.174179 -2.595064 2.107218 -0.196 0.067 -0.222 -0.27
O -0.447828 -1.594517 1.276003 0.250 0.793 0.409 -0.11
C -0.680192 -3.906144 1.915934 -0.045 -0.381 0.144 0.29
C -0.517603 -4.821072 2.955122 0.051 -0.061 -0.166 -0.57
C -1.387191 -4.403967 0.644524 0.021 0.073 0.102 2.87
C -2.906503 -4.280074 0.818531 -0.045 0.079 0.018 -1.72
C -1.037567 -5.879663 0.365186 -0.102 -0.003 0.032 -2.26
C -0.945867 -3.620489 -0.587897 0.083 -0.026 -0.121 -0.86
H -1.053496 -6.819343 6.451640 -0.010 0.016 -0.035 0.46
H -1.665879 -6.543684 4.815494 0.041 0.038 0.033 0.29
H -1.681952 -5.224497 5.988094 0.035 -0.037 0.000 0.36
H 1.090027 -7.684765 5.405994 0.000 0.038 -0.026 0.45
H 2.064417 -6.622619 4.369444 -0.048 -0.008 0.011 0.33
H 0.542403 -7.287948 3.768133 0.025 0.021 0.057 0.31
H 1.039146 -5.932409 7.214243 0.009 0.025 -0.017 0.43
H 0.581714 -4.260467 6.850125 0.004 -0.061 -0.008 0.40
H 2.092733 -4.928054 6.213602 -0.065 -0.006 -0.006 0.34
H 1.472159 -3.103851 5.045840 -0.049 0.007 -0.049 0.51
H 1.274774 -0.726545 4.362463 -0.005 0.006 0.089 1.38
H 0.779028 -0.370565 2.742653 -0.164 0.145 0.257 -1.11
H 3.029899 -2.797901 1.885665 0.015 -0.031 0.065 0.61
H 4.196994 -1.541752 1.602953 0.056 0.016 -0.002 0.55
H 1.521167 -2.119435 0.288580 -0.005 0.059 0.009 -0.54
H 3.128716 -1.910665 -0.393297 0.020 -0.027 -0.027 0.62
H 3.637784 1.107601 -0.697751 0.053 0.044 -0.036 0.85
H 3.945043 0.239547 0.767140 0.023 0.014 0.005 0.50
H 2.557547 2.856726 0.337344 -0.024 0.034 -0.038 0.43
H 3.755467 2.409774 1.520457 0.030 0.031 0.024 0.79
H 1.596663 1.337970 4.026211 -0.064 -0.009 0.044 0.51
H 3.021593 2.306121 3.655200 0.028 0.051 0.038 0.60
H 3.667265 0.185465 4.340365 -0.011 -0.044 0.042 0.62
H 4.208061 0.418929 2.702030 0.018 0.013 0.008 0.33
H 1.667949 3.781648 2.944451 0.092 0.063 0.023 0.80
H 0.171508 2.888699 2.894287 -0.045 0.010 0.027 0.59
H 0.710259 5.764211 2.308539 0.002 0.003 -0.030 0.55
H 0.022936 6.357090 -1.849046 0.003 -0.022 0.018 0.66
H -0.221350 1.781267 -2.457895 0.011 0.046 0.002 -0.07
H -0.104834 2.340437 -4.139980 -0.023 -0.009 0.048 0.78
H -1.422167 2.885091 -3.076674 0.060 0.014 -0.010 0.28
H 2.323391 2.817217 -2.061447 -0.053 0.034 -0.057 0.12
H 2.611393 4.383195 -2.817778 -0.022 -0.025 0.008 0.39
H 2.184215 2.979386 -3.820730 -0.008 0.032 0.023 0.43
H -0.839753 5.283063 -3.665785 0.053 -0.034 0.006 0.42
H 0.326197 4.522110 -4.752760 -0.003 0.022 0.037 0.49
H 0.860854 5.797480 -3.660768 -0.013 -0.017 0.010 0.48
H 1.632594 7.830078 2.074752 -0.016 0.022 -0.047 0.33
H 1.255431 9.390659 1.331596 0.003 -0.049 -0.004 0.46
H 2.204836 8.183706 0.441158 -0.026 0.014 0.022 0.34
H -0.838086 7.468139 2.508523 0.002 0.004 -0.046 0.32
H -1.990077 7.495903 1.174425 0.025 0.020 -0.004 0.36
H -1.238246 9.004284 1.729503 0.019 -0.034 -0.007 0.45
H 0.540460 8.464778 -1.466126 -0.027 -0.001 0.038 0.38
H -0.405288 9.578427 -0.473326 0.001 -0.030 -0.019 0.44
H -1.181931 8.159257 -1.188662 0.040 0.016 0.034 0.40
H 2.860313 -0.455612 -1.943227 0.074 0.002 -0.068 0.97
H 1.815820 0.951516 -1.808351 -0.067 0.027 0.076 -0.44
H 2.265090 -1.427939 -3.720321 0.030 0.023 -0.024 0.56
H -1.803310 -2.152933 -4.746481 0.104 0.062 0.040 0.24
H -3.213736 -3.422438 -2.608389 -0.020 0.006 0.012 0.27
H -3.597730 -2.686760 -4.170152 -0.028 0.000 0.086 0.36
H -4.736397 -2.554222 -2.833994 0.041 0.011 -0.035 0.52
H -3.001686 -1.713647 -0.447934 -0.045 0.029 -0.103 -0.31
H -4.570748 -1.222912 -1.109479 0.015 0.012 0.037 0.81
H -3.318961 -0.023292 -0.808700 0.022 0.014 -0.024 0.02
H -3.370500 -0.206529 -4.495647 0.004 -0.013 0.050 0.24
H -3.169577 0.870546 -3.097321 -0.020 -0.042 0.002 0.18
H -4.680925 -0.021923 -3.311714 0.038 0.007 -0.004 0.47
H 2.667382 -3.150295 -5.190182 -0.036 0.035 -0.041 0.37
H 2.661967 -1.518337 -5.879901 -0.032 -0.031 -0.013 0.37
H 2.442714 -2.920258 -6.930010 -0.012 0.004 0.039 0.44
H 0.522345 -4.520617 -5.158529 -0.020 0.026 -0.029 0.34
H 0.393885 -4.268583 -6.910959 -0.011 0.005 0.040 0.45
H -0.966264 -3.872947 -5.852588 0.062 0.014 0.001 0.29
H 0.488438 -0.524433 -6.778763 -0.008 -0.048 -0.015 0.31
H -0.972641 -1.512105 -6.850639 0.071 -0.006 0.007 0.30
H 0.417915 -1.925491 -7.869510 -0.029 0.020 0.048 0.45
H -0.971637 -5.797207 2.827799 0.018 0.011 0.016 0.26
H -3.243019 -4.855054 1.685715 0.020 0.003 -0.023 0.32
H -3.426987 -4.656402 -0.068977 0.013 0.025 0.020 0.46
H -3.202681 -3.238962 0.970269 0.046 -0.095 0.022 0.30
H -1.567892 -6.575964 1.018867 0.018 0.022 0.011 0.43
H 0.034380 -6.056581 0.479059 -0.016 0.020 -0.039 0.41
H -1.318975 -6.124577 -0.663050 -0.013 0.006 0.048 0.46
H -1.092028 -2.556258 -0.459458 -0.039 -0.167 -0.016 -1.43
H -1.508495 -3.960838 -1.460670 0.044 -0.031 -0.001 0.77
H 0.117515 -3.787654 -0.799331 -0.034 0.020 0.034 0.35
N -3.528850 1.739809 2.433571 0.084 -0.086 0.033 -0.03
C -3.279798 2.029858 1.119352 0.017 -0.112 0.305 -0.11
N -4.164077 2.578850 0.324250 0.033 0.161 -0.496 -0.84
N -3.505253 2.671811 -0.866331 -0.070 -0.055 0.262 -1.02
N -2.324517 2.200019 -0.775121 -0.182 0.167 0.309 0.58
N -2.118187 1.771747 0.518086 -0.198 0.195 -0.599 0.35
C -2.509781 1.426343 3.296009 -0.338 0.102 -0.211 0.13
N -2.648505 1.547449 4.596796 0.301 -0.100 0.388 -0.62
N -1.448699 1.162979 5.090325 -0.199 0.081 -0.189 -1.04
N -0.657128 0.835291 4.142466 -0.103 0.012 -0.071 0.05
N -1.302954 0.980845 2.936552 0.419 -0.071 0.105 0.44
H -4.346126 2.157480 2.844410 -0.010 -0.011 0.004 0.31